Record 1
Entry from OMol25: C12H27AuN3O4STa as an isolated structure in a non-equilibrium geometry (ωB97M-V with the def2-TZVPD basis set).

Geometry as XYZ:
```
49
Properties=species:S:1:pos:R:3:forces:R:3:nbo_charge:R:1
N 1.937702 -0.344122 0.094085 1.6695 -0.0479 0.3414 -0.952
C 3.087389 -0.631115 0.514133 0.2336 -0.1206 0.2652 0.958
O 4.164712 -0.904173 0.896514 -2.9641 0.7739 -1.1095 -0.362
Au -0.433250 1.193803 -2.531405 -0.0637 -0.3704 -1.9669 0.800
Ta 0.015035 -0.083171 -0.160380 1.8356 -3.4151 2.8868 2.264
N -0.323299 -1.932633 -0.740212 -0.3816 2.5112 -0.4843 -0.672
N -0.301870 1.963536 -0.699862 -0.5147 0.3409 1.2701 -0.770
C 0.068167 -3.277234 -0.256260 0.3204 -0.5306 0.2495 0.117
C 0.774342 3.014656 -0.646739 0.4159 0.5061 -0.4792 0.132
C 0.953674 -3.908987 -1.323514 0.1463 -0.1151 -0.1508 -0.617
C -1.189740 -4.106534 0.001547 -0.1571 -0.0152 -0.0599 -0.629
C 0.836876 -3.182081 1.053398 0.1010 -0.3169 0.2530 -0.629
C 0.342627 4.185803 -1.536379 0.0782 0.3054 0.3415 -0.632
C 0.958413 3.443029 0.808339 0.0310 0.0759 0.1628 -0.638
C 2.072321 2.469828 -1.216679 0.4605 0.2219 0.1563 -0.638
H 0.395332 -4.087023 -2.248192 0.2205 -0.1157 0.1073 0.213
H 1.335575 -4.871766 -0.956984 -0.1317 0.2627 -0.1871 0.253
H 1.805053 -3.253434 -1.543723 -0.0779 -0.1830 0.0222 0.216
H -1.846448 -3.575669 0.701200 0.0321 -0.1956 -0.0996 0.226
H -0.895790 -5.062658 0.455276 -0.1113 0.2751 -0.1438 0.255
H -1.733502 -4.325623 -0.923324 0.0303 -0.0273 0.1974 0.219
H 1.727167 -2.558247 0.970629 -0.1222 -0.2843 0.0713 0.198
H 1.159621 -4.206004 1.305689 -0.0716 0.4850 0.0307 0.256
H 0.200563 -2.821577 1.869178 0.2077 -0.1025 -0.1536 0.234
H 0.063606 3.814814 -2.529900 0.0411 0.1898 -0.0350 0.196
H 1.188018 4.877015 -1.649921 -0.2968 -0.1540 -0.0170 0.263
H -0.495752 4.745623 -1.108723 0.1806 -0.0452 -0.2463 0.233
H 0.094691 4.017375 1.165854 0.3382 -0.0841 0.0391 0.223
H 1.846580 4.089067 0.867828 -0.3260 -0.1957 0.0608 0.267
H 1.110791 2.576098 1.468023 0.0629 0.2202 -0.1274 0.224
H 2.490874 1.664918 -0.611015 -0.0103 0.3455 -0.2315 0.235
H 2.799507 3.297273 -1.249665 -0.2174 -0.4111 -0.0583 0.267
H 1.924578 2.107912 -2.244714 0.1965 0.0810 0.0681 0.200
C -1.639430 2.549625 -0.356019 -0.7750 0.3067 -0.3139 -0.457
H -2.235698 1.867387 0.255268 0.1749 0.1085 -0.2711 0.245
H -1.508182 3.488696 0.199448 -0.0584 -0.4387 -0.3203 0.245
H -2.186851 2.748176 -1.292019 0.0053 0.2507 0.6530 0.227
C -1.283723 -1.929042 -1.857159 -0.3078 -0.5871 -0.0296 -0.424
H -2.322500 -2.053426 -1.508625 0.3440 0.0309 -0.1618 0.244
H -1.211172 -0.984817 -2.436095 -0.1932 -0.2937 0.0456 0.156
H -1.023667 -2.737478 -2.557686 -0.2076 0.4095 0.0851 0.262
C -1.920423 1.041135 3.250297 -0.1183 -0.5649 0.0032 -0.852
S -1.346257 -0.365702 2.266360 -0.3151 0.1696 0.9281 2.338
O 0.132647 -0.040994 1.965146 -0.6102 -0.3273 -0.7587 -0.941
O -1.580216 -1.648475 2.865451 0.0962 1.7624 -0.6214 -0.814
O -1.900230 -0.179358 0.850998 0.5575 0.0127 0.1782 -0.979
H -1.412653 0.991104 4.224249 -0.1244 -0.1121 -0.3209 0.294
H -3.005701 0.932201 3.387388 0.3268 -0.0684 -0.0463 0.289
H -1.689518 1.992256 2.748913 0.0498 -0.5233 -0.0226 0.256
```
Forces are in eV/Å.

DFT total energy in eV: -41605.8898
Molecular weight in g/mol: 687.347
E_HOMO (alpha / beta) in Ha: -0.588 / -0.588
Total charge: +2
Gap between HOMO and LUMO (alpha / beta) in hartree: 0.254 / 0.254


Record 2
Entry from OMol25: one molecule with the formula C5H5NO5 in a non-equilibrium geometry (ωB97M-V with the def2-TZVPD basis set).

Geometry as XYZ:
```
16
Properties=species:S:1:pos:R:3:forces:R:3:nbo_charge:R:1
C -1.541390 1.044676 -0.957156 0.8423 -1.2356 0.0913 0.775
C 0.530270 1.531204 -0.042379 -0.1870 1.1573 -0.7409 0.780
C 0.999647 -0.998055 0.423928 -0.9164 -0.0742 1.4012 0.654
C -1.292003 -0.132533 -0.041988 -0.6585 -1.4805 -1.0050 -0.541
C 0.099661 0.251719 0.599126 -0.7877 -1.5763 -0.2068 0.032
N 1.179886 -1.586955 -0.776380 0.6344 -0.3095 0.0865 -0.823
O -2.396617 1.235257 -1.729164 -2.4290 0.0279 -1.0071 -0.520
O 1.451492 2.223065 0.302482 -1.5915 -0.9222 -1.3043 -0.492
O 1.267708 -1.553791 1.469714 0.8016 -0.0893 -0.4276 -0.581
O -0.475525 1.855935 -1.019657 3.1953 1.4369 1.4112 -0.499
O -0.036765 0.574418 1.932367 -1.2745 -0.0547 0.4445 -0.668
H -2.194068 -0.347922 0.621703 1.5903 0.5425 -0.4543 0.289
H -1.265621 -1.100398 -0.791499 0.2203 2.4505 1.9758 0.272
H 1.111053 -1.167368 -1.679952 -0.0956 0.4653 -0.1206 0.405
H 1.762110 -2.405372 -0.700277 0.0069 -0.1158 -0.2197 0.414
H 0.800163 0.576120 2.389132 0.6492 -0.2222 0.0758 0.504
```
Forces are in eV/Å.

DFT total energy in eV: -16993.4360
Molecular weight in g/mol: 159.097
SMILES: NC(=O)[C@]1(O)CC(=O)OC1=O
E_HOMO in Ha: -0.391
Gap between HOMO and LUMO in hartree: 0.401